ORCA calculation (ωB97M-V/def2-TZVPD) on a molecular structure, C7H12O2.

Values from the calculation:
- electronic energy (a.u.) = -424.2436
- energy relative to the best compared isomer or geometry (same formula, charge and spin) (kcal per mole) = 95.6
- Kohn-Sham gap (alpha / beta) (eV) = 6.399 / 6.401
- HOMO (alpha / beta) (Eh) = -0.29289 / -0.29291
- molar mass (u) = 128.17
- lowest unoccupied orbital energy (alpha / beta) (eV) = -1.57 / -1.57

The geometry in ORCA input format:
```
! RIJCOSX wB97M-V def2-TZVPD def2/J DEFGRID3
* xyz 0 1
C 0.042 -0.801 -0.161
C -0.754 0.122 -0.979
C 1.205 -1.489 -0.863
C -0.798 -1.774 0.659
C 0.505 0.458 0.820
C -0.739 1.403 0.488
C -0.640 2.628 -0.091
O 1.643 1.070 0.152
O 0.638 0.213 2.057
H 2.281 1.173 0.869
H -0.260 0.622 -1.804
H -1.829 0.030 -1.084
H -1.625 1.157 1.066
H 1.770 -0.794 -1.482
H -1.646 -1.280 1.136
H 0.853 -2.319 -1.483
H 1.886 -1.893 -0.111
H -1.177 -2.586 0.032
H -0.184 -2.191 1.456
H 0.283 2.908 -0.587
H -1.457 3.342 -0.091
*
```